No. 1
Density functional theory data (the ωB97M-V functional and the def2-TZVPD basis) for a molecular structure, C51H58N2O2P2Re in a non-equilibrium geometry.

Geometry (Å):
Re -0.024 -0.241 -0.881
C 1.948 -5.375 1.339
C 2.141 -4.990 -0.136
C 0.932 -5.348 -1.002
C 2.834 -3.630 -0.390
C 4.222 -3.774 -0.369
C 5.093 -2.820 -0.850
C 4.559 -1.705 -1.456
C 3.191 -1.459 -1.444
C 2.811 -0.172 -2.159
C 2.989 1.049 -1.257
C 1.566 -0.168 -3.043
C 2.326 -2.360 -0.793
N 0.972 -1.946 -0.532
C 0.209 -2.677 0.297
C -1.157 -2.476 0.156
N -1.481 -1.530 -0.736
C -2.796 -1.574 -1.334
C -3.028 -2.614 -2.250
C -4.308 -2.755 -2.772
C -5.327 -1.898 -2.406
C -5.063 -0.856 -1.537
C -3.797 -0.653 -0.996
C -3.625 0.515 -0.040
C -4.226 1.799 -0.614
C -4.246 0.206 1.323
C -1.937 -3.537 -2.766
C -1.693 -3.287 -4.258
C -2.285 -5.004 -2.514
H 1.897 -6.461 1.424
H 1.025 -4.993 1.779
H 2.783 -5.033 1.951
H 2.912 -5.674 -0.492
H -0.021 -5.042 -0.582
H 0.891 -6.433 -1.103
H 1.019 -4.927 -2.006
H 4.624 -4.719 -0.022
H 6.162 -2.988 -0.832
H 5.212 -0.996 -1.951
H 3.587 -0.065 -2.924
H 2.345 1.033 -0.379
H 2.802 1.972 -1.803
H 4.014 1.069 -0.888
H 0.504 -0.311 -2.667
H 1.596 -0.982 -3.767
H 1.483 0.784 -3.565
H 0.638 -3.407 0.959
H -1.916 -3.057 0.667
H -4.505 -3.548 -3.482
H -6.323 -2.033 -2.805
H -5.866 -0.183 -1.268
H -2.558 0.695 0.117
H -5.308 1.723 -0.718
H -3.811 2.031 -1.596
H -4.028 2.634 0.056
H -5.306 -0.030 1.220
H -4.165 1.070 1.990
H -3.761 -0.650 1.792
H -1.003 -3.310 -2.249
H -2.569 -3.546 -4.853
H -0.861 -3.899 -4.610
H -1.456 -2.239 -4.451
H -3.207 -5.280 -3.025
H -2.424 -5.212 -1.451
H -1.495 -5.655 -2.890
O -0.291 -0.043 1.156
P 0.288 0.921 2.195
C -0.342 2.580 1.802
P -0.101 3.094 0.072
O 0.077 1.878 -0.843
C 1.295 4.202 -0.056
C 1.671 5.045 0.988
C 2.666 5.989 0.794
C 3.275 6.110 -0.448
C 2.879 5.298 -1.502
C 1.887 4.352 -1.311
C -1.531 4.033 -0.423
C -2.346 4.684 0.500
C -3.384 5.489 0.054
C -3.599 5.651 -1.307
C -2.781 5.009 -2.230
C -1.746 4.203 -1.792
C 2.066 0.884 2.198
C 2.653 -0.379 2.084
C 4.031 -0.502 2.080
C 4.825 0.632 2.204
C 4.246 1.886 2.338
C 2.865 2.016 2.337
C -0.295 0.484 3.815
C 0.424 0.904 4.935
C -0.044 0.600 6.202
C -1.214 -0.133 6.350
C -1.919 -0.569 5.235
C -1.463 -0.262 3.964
H 0.028 3.321 2.512
H -1.421 2.485 1.963
H 1.188 4.994 1.957
H 2.957 6.638 1.608
H 4.049 6.851 -0.599
H 3.338 5.409 -2.475
H 1.565 3.734 -2.140
H -2.184 4.578 1.566
H -4.022 5.991 0.768
H -4.408 6.281 -1.652
H -2.955 5.136 -3.290
H -1.120 3.690 -2.512
H 2.032 -1.262 1.993
H 4.482 -1.480 1.977
H 5.903 0.537 2.202
H 4.868 2.765 2.444
H 2.427 2.998 2.445
H 1.351 1.455 4.822
H 0.509 0.922 7.073
H -1.573 -0.376 7.341
H -2.821 -1.153 5.359
H -1.992 -0.619 3.091

Forces on the atoms, in the same order (eV/Å):
0.97 0.45 0.03
-0.03 0.00 -0.01
-0.01 0.00 0.08
-0.01 0.07 -0.03
-0.02 -0.01 -0.04
0.00 0.01 -0.04
0.02 0.02 -0.01
0.03 0.02 0.02
-0.02 0.04 0.02
-0.03 0.01 0.06
0.04 0.00 -0.01
-0.21 -0.03 0.08
0.03 0.04 0.09
-0.17 -0.06 -0.10
-0.15 -0.17 -0.10
-0.03 -0.04 0.14
0.04 0.19 0.29
0.06 0.00 -0.19
0.02 0.05 -0.13
0.02 -0.02 0.00
0.01 0.03 0.03
-0.02 -0.01 -0.04
-0.06 -0.04 0.08
0.07 0.04 -0.02
0.00 -0.06 -0.04
0.00 0.01 0.01
-0.01 0.01 0.04
0.04 -0.02 0.02
0.02 -0.01 0.03
-0.01 0.00 0.00
0.01 0.00 0.00
0.02 -0.01 0.00
0.01 0.01 0.03
-0.09 0.11 0.05
-0.02 0.01 -0.01
0.00 0.00 0.00
0.00 0.00 0.01
0.00 0.00 0.00
0.00 0.00 -0.01
0.00 -0.03 -0.01
0.01 -0.01 0.04
0.00 -0.04 0.01
0.01 0.00 0.01
-0.24 -0.16 -0.25
0.04 -0.01 0.01
0.00 -0.02 -0.04
0.01 -0.03 0.02
0.01 -0.07 -0.09
-0.01 0.00 0.00
0.00 0.01 -0.01
-0.01 -0.01 0.00
0.06 -0.06 -0.02
0.01 0.01 0.01
0.00 0.02 0.01
0.01 0.06 0.00
0.00 0.00 -0.01
0.03 -0.06 0.00
-0.02 -0.06 0.03
0.02 -0.02 0.03
-0.01 0.01 0.00
0.00 0.00 -0.01
-0.01 0.02 -0.01
0.01 -0.02 0.00
0.01 0.02 0.00
0.02 -0.01 0.00
-0.12 -0.10 0.07
0.03 -0.03 -0.05
0.03 -0.01 0.00
-0.17 0.10 0.05
-0.16 -0.18 -0.06
0.01 -0.01 -0.03
-0.01 0.00 0.01
0.00 0.00 -0.01
0.00 0.00 0.00
0.01 0.01 0.02
-0.01 -0.03 -0.01
-0.03 0.00 0.04
0.04 0.06 -0.03
0.03 0.00 0.02
0.00 -0.01 -0.01
-0.03 -0.01 0.01
-0.04 -0.08 0.03
0.05 0.02 0.00
-0.03 -0.01 -0.01
-0.02 0.00 -0.02
0.01 0.02 -0.01
0.01 -0.01 0.00
-0.01 0.00 -0.01
-0.03 -0.03 -0.01
0.00 0.05 -0.01
0.00 0.00 -0.01
-0.01 -0.01 0.00
0.00 0.00 0.00
0.02 -0.01 -0.04
0.01 0.00 0.01
0.00 0.00 0.01
-0.01 -0.01 0.00
0.00 0.00 0.00
0.00 0.00 0.00
0.00 0.00 0.00
0.00 0.01 0.00
0.00 0.00 0.01
0.00 0.00 0.00
0.00 0.00 0.00
0.00 0.00 0.00
0.02 0.02 0.00
0.00 -0.01 -0.01
0.00 0.01 0.00
0.00 0.00 0.00
0.00 0.00 0.00
-0.01 0.02 -0.01
0.01 0.00 0.00
0.00 0.00 0.00
0.00 0.00 0.00
0.00 0.00 0.00
-0.02 0.04 -0.02

Its spin multiplicity is 2. Its total charge is +2. As for the molar mass: 979.2 g/mol. The value obtained for the HOMO energy (alpha / beta) is -0.479 / -0.474 hartree. The largest force on an atom is 1.07 eV Å⁻¹.

Atom charges from the Löwdin analysis, given in e for atoms 1 to 5: 1.4623, -0.0526, -0.3684, -0.0575, -0.0993

=====

No. 2
Density functional theory data (the ωB97M-V functional and the def2-TZVPD basis) for 6 unconnected molecules or ions with the total composition C20H56N4O6 in a non-equilibrium geometry.

Geometry (Å):
C -2.054 2.158 -1.183
C -1.081 2.400 -0.057
C -0.957 3.915 0.124
O -0.230 4.518 -0.964
C 0.219 5.840 -0.712
N -1.609 1.794 1.169
H -1.861 2.750 -2.078
H -3.048 2.358 -0.782
H -2.037 1.101 -1.449
H -0.155 1.931 -0.389
H -0.322 3.946 1.009
H -1.910 4.312 0.471
H 0.616 6.024 0.286
H -0.640 6.510 -0.751
H 0.921 6.157 -1.483
H -0.899 2.011 1.854
H -1.420 0.814 1.016
C 2.719 1.518 3.618
C 1.783 2.103 4.595
C 1.400 3.629 4.466
O 0.741 4.139 5.586
C 1.642 4.654 6.646
N 0.546 1.309 4.776
H 3.776 1.752 3.739
H 2.574 1.761 2.565
H 2.680 0.429 3.642
H 2.263 2.070 5.573
H 0.784 3.789 3.581
H 2.261 4.274 4.294
H 1.147 5.436 7.223
H 2.584 4.990 6.213
H 2.022 3.793 7.195
H 0.506 1.296 5.785
H -0.313 1.786 4.541
C -1.247 -0.401 -6.368
C -0.787 -1.121 -5.121
C 0.732 -1.573 -5.304
O 1.190 -2.216 -4.109
C 0.620 -3.482 -3.857
N -1.048 -0.193 -4.043
H -2.297 -0.125 -6.469
H -1.133 -0.885 -7.338
H -0.670 0.523 -6.349
H -1.473 -1.966 -5.175
H 1.325 -0.667 -5.429
H 0.896 -2.293 -6.105
H -0.424 -3.325 -3.586
H 1.159 -3.914 -3.014
H 0.630 -4.212 -4.667
H -0.384 -0.337 -3.295
H -0.724 0.698 -4.390
C -5.422 -5.829 1.459
C -4.984 -4.461 0.902
C -3.513 -4.293 0.968
O -3.107 -4.241 2.338
C -1.760 -3.793 2.451
N -5.501 -4.542 -0.427
H -6.505 -5.948 1.497
H -5.171 -5.883 2.519
H -4.956 -6.679 0.961
H -5.475 -3.628 1.406
H -3.197 -3.382 0.459
H -3.052 -5.085 0.379
H -1.006 -4.567 2.310
H -1.579 -3.568 3.502
H -1.510 -2.861 1.944
H -6.365 -4.994 -0.689
H -4.877 -5.042 -1.044
C 4.668 0.395 -3.325
C 5.714 0.518 -2.193
O 6.144 1.854 -2.009
H 3.835 1.094 -3.405
H 4.275 -0.545 -2.937
H 5.181 0.199 -4.266
H 6.620 -0.032 -2.448
H 5.381 0.044 -1.270
H 6.454 1.917 -1.102
C 1.339 -0.951 -0.332
C 1.321 -1.105 1.177
O 0.387 -0.245 1.906
H 2.284 -1.210 -0.810
H 0.974 -0.021 -0.768
H 0.510 -1.569 -0.676
H 2.302 -0.909 1.608
H 1.100 -2.103 1.554
H 0.475 -0.315 2.860

Forces on the atoms, in the same order (eV/Å):
-0.59 -0.69 0.02
-1.00 0.82 -1.51
2.08 -0.96 0.81
-0.62 -0.43 0.72
-1.05 0.37 0.01
0.57 0.35 -0.51
0.07 0.02 0.12
-0.19 0.19 -0.25
-0.08 -0.13 -0.27
0.61 0.43 0.35
0.35 0.69 0.39
-0.28 0.52 -0.81
0.46 -0.55 0.13
-0.18 0.25 -0.23
0.03 -0.34 0.09
0.05 0.00 0.63
-0.31 -0.45 0.31
1.19 -0.67 -1.76
-1.13 1.98 1.14
1.07 -0.43 -0.59
0.22 0.79 1.47
0.00 -1.48 -1.63
0.42 -0.44 0.59
-0.02 0.34 0.60
-0.65 0.25 -0.10
-0.15 -0.07 0.26
0.30 -0.15 0.07
-0.45 -0.19 0.01
0.56 -0.28 -0.19
-0.03 -0.41 -0.08
-0.20 0.74 -0.41
-0.60 0.05 0.80
-0.61 -0.62 0.16
0.06 0.45 -0.49
0.30 1.02 -1.19
0.09 -0.72 -2.07
-1.65 -0.22 1.38
0.56 0.12 -0.20
-0.35 0.48 0.48
0.61 -0.25 0.43
-0.17 0.04 1.02
0.81 -0.41 0.17
-0.05 0.34 -0.71
0.26 -0.58 1.16
0.18 -0.13 -0.07
-0.30 0.30 -0.49
-0.25 -0.29 0.21
-0.03 0.07 -0.01
0.32 0.22 -0.48
0.01 -0.54 0.52
-0.33 0.56 -0.08
-0.96 -0.80 0.90
-1.13 0.69 0.41
1.41 0.61 0.22
-0.27 -0.08 -1.58
0.79 0.09 1.64
1.14 -1.65 -0.43
-0.08 0.02 -0.44
0.59 0.37 0.07
0.04 0.19 -0.14
-0.32 -0.20 0.39
-0.15 0.37 0.00
0.38 -0.56 0.24
-0.23 -0.25 -0.88
-0.51 0.14 0.16
-0.34 -0.13 -0.54
-1.42 0.83 0.68
1.10 0.47 -0.71
0.90 -1.43 1.27
0.44 0.79 -0.75
-0.31 0.37 0.48
0.47 0.28 0.26
-0.76 -0.42 -0.98
-0.34 0.29 -0.08
-0.13 -0.52 -0.43
-0.45 0.36 0.23
0.16 0.27 -0.01
-1.75 -0.29 -0.08
0.51 0.87 2.27
-0.14 -0.08 -1.84
-0.17 -0.19 0.22
0.58 0.68 0.72
0.33 -0.71 -0.50
0.32 0.21 -0.23
-0.04 -0.48 -0.77
0.41 -0.07 0.31

Its spin multiplicity is 2. Its total charge is +1. As for the molar mass: 448.7 g/mol. The value obtained for the HOMO energy (alpha / beta) is -0.404 / -0.404 hartree. The largest force on an atom is 2.55 eV Å⁻¹.

Atom charges from the Löwdin analysis, given in e for atoms 1 to 5: -0.0753, -0.4625, -0.1911, -0.1745, -0.1092

=====

Computed energy above the lowest of the compared OMol25 structures with the same formula, charge and spin, in the same sequence as the records: 0.0, 0.0 kcal per mole.